[1]
The following is a DFT calculation (ωB97M-V with the def2-TZVPD basis set) of a molecular structure, C57H44ClN2O4PS6SbW at a distorted geometry.

The molecular weight is 1385.4 g/mol. The gap between HOMO and LUMO is 5.79 eV. The calculated total energy is -166183.967 eV. The total charge is -1. The value obtained for the relative energy (zero: lowest compared OMol25 entry of this formula, charge and spin) is 57.1 kcal per mole. Its lowest unoccupied orbital energy is 0.7 eV.

```
117
Properties=species:S:1:pos:R:3:forces:R:3:mulliken_charge:R:1
W 0.070 -0.444 -1.877 -0.407 1.704 -1.156 -1.0524
C 2.755 -4.860 -1.685 -0.077 0.222 0.124 -1.6687
C 2.717 -3.364 -1.992 -0.045 -0.339 -0.338 1.2418
C 2.938 -3.151 -3.469 -0.002 0.144 0.102 -1.1632
O 3.730 -2.681 -1.239 0.058 0.013 0.079 -0.4897
C 3.123 -1.774 -0.331 -0.220 0.044 0.052 0.3230
C 1.780 -2.518 -0.148 0.094 -0.022 0.013 -1.6786
O 1.470 -2.802 -1.518 0.406 -0.294 0.501 0.0707
C 0.558 -2.007 0.636 0.461 -0.744 -0.120 2.0183
O -0.037 -0.943 -0.065 -0.039 -0.278 1.404 0.5077
C 0.958 -1.622 2.059 -0.047 0.308 -0.030 -0.7602
C 0.231 -0.626 2.690 -0.101 0.059 -0.079 0.3245
C 0.522 -0.239 3.987 0.012 -0.077 -0.031 -0.7483
C 1.549 -0.862 4.677 -0.012 0.057 0.101 -0.7614
C 2.260 -1.884 4.068 0.070 -0.041 -0.014 -0.8356
C 1.967 -2.270 2.769 -0.108 -0.063 -0.034 0.4557
C -0.442 -3.163 0.875 -0.149 0.049 -0.219 0.7383
C -0.022 -4.425 1.287 0.041 -0.046 -0.092 0.1104
C -0.937 -5.432 1.544 -0.020 0.002 0.036 -1.0109
C -2.295 -5.193 1.406 -0.022 -0.054 -0.010 -0.8666
C -2.724 -3.931 1.030 -0.035 0.004 0.092 -1.1199
C -1.806 -2.922 0.785 -0.038 0.183 0.080 -0.0357
C 3.082 -0.319 -0.923 0.399 -0.377 0.573 1.6331
O 1.855 -0.132 -1.601 1.510 0.234 -0.019 -0.0514
C 4.265 -0.144 -1.879 -0.280 0.096 -0.297 0.2364
C 4.075 0.384 -3.147 -0.191 -0.021 -0.044 0.6485
C 5.153 0.646 -3.980 0.142 -0.010 0.068 -1.2326
C 6.441 0.415 -3.528 -0.012 0.030 -0.100 -0.7899
C 6.638 -0.105 -2.257 0.062 -0.028 0.124 -0.9609
C 5.560 -0.389 -1.437 -0.074 -0.046 -0.079 -0.5241
C 3.236 0.804 0.122 -0.166 0.152 -0.030 0.1356
C 3.503 2.087 -0.360 0.065 0.016 0.080 -0.3149
C 3.564 3.173 0.491 0.013 0.052 -0.095 -0.4646
C 3.339 3.014 1.850 -0.022 -0.083 0.029 -1.1761
C 3.119 1.742 2.345 0.021 0.035 0.130 -0.6485
C 3.092 0.646 1.492 0.058 -0.099 -0.174 -0.3482
H 3.727 -5.248 -1.983 0.029 -0.047 -0.017 0.4941
H 1.970 -5.355 -2.254 0.003 -0.017 -0.058 0.3433
H 2.615 -5.074 -0.626 -0.013 -0.029 0.012 0.2113
H 3.847 -3.677 -3.760 0.043 -0.069 0.067 0.4308
H 3.068 -2.099 -3.693 0.003 -0.018 0.011 0.1419
H 2.098 -3.546 -4.041 0.012 0.021 0.000 -0.0996
H 3.728 -1.790 0.577 -0.030 0.105 -0.028 1.2690
H 2.065 -3.464 0.317 0.004 0.159 0.099 0.0357
H -0.570 -0.159 2.138 -0.115 0.191 -0.069 0.1137
H -0.051 0.550 4.453 -0.046 0.044 0.039 0.5202
H 1.787 -0.556 5.687 0.030 -0.018 0.029 0.4100
H 3.063 -2.380 4.598 0.004 -0.015 0.033 0.4341
H 2.549 -3.064 2.322 0.003 -0.012 -0.023 0.2554
H 1.026 -4.652 1.431 0.036 0.025 -0.030 0.2145
H -0.585 -6.406 1.859 0.013 -0.002 -0.019 0.4483
H -3.008 -5.984 1.596 -0.026 0.006 -0.008 0.4171
H -3.783 -3.735 0.924 -0.023 0.055 -0.019 0.5439
H -2.152 -1.933 0.510 -0.004 -0.001 0.007 0.2852
H 3.075 0.605 -3.496 0.015 -0.027 0.053 0.3798
H 4.984 1.035 -4.975 -0.023 0.059 0.000 0.5170
H 7.289 0.648 -4.159 0.024 -0.037 -0.018 0.4106
H 7.644 -0.282 -1.898 0.017 -0.035 0.008 0.4185
H 5.724 -0.808 -0.453 0.041 0.042 0.055 0.3770
H 3.677 2.233 -1.416 -0.053 0.037 -0.033 0.6158
H 3.781 4.156 0.092 0.005 0.039 -0.043 0.6107
H 3.349 3.870 2.513 0.029 -0.003 0.017 0.4116
H 2.960 1.584 3.404 0.042 0.003 0.015 0.5165
H 2.963 -0.332 1.922 -0.057 0.052 0.013 0.2234
S 0.142 1.977 -0.712 -0.256 -0.698 -0.278 0.2831
C 0.594 2.689 -2.243 -0.330 0.128 0.163 0.0925
C 1.508 3.733 -2.341 0.051 -0.053 -0.113 -1.2928
C 1.930 4.176 -3.590 -0.352 -0.357 -0.050 0.8567
C 2.932 5.187 -3.675 0.330 0.304 0.071 -0.1926
N 3.748 5.996 -3.714 -0.028 0.001 0.008 -0.5893
C 1.394 3.613 -4.764 -0.182 -0.033 0.508 0.5686
C 0.380 2.663 -4.666 0.104 0.025 0.001 -1.1389
C -0.018 2.211 -3.420 -0.220 0.222 0.406 0.4994
S -1.355 1.095 -3.201 0.336 -0.356 0.122 -0.2131
C 1.891 4.026 -6.032 0.103 0.140 -0.407 -0.2661
N 2.315 4.366 -7.045 -0.038 -0.023 -0.008 -0.5867
H 1.898 4.177 -1.438 0.122 0.018 -0.035 0.8261
H -0.087 2.259 -5.554 0.050 -0.030 -0.050 0.5788
Cl -3.581 -0.057 -1.633 -1.035 0.034 0.542 0.3050
C -5.041 0.342 -0.777 -0.026 0.210 0.466 -0.2900
C -6.253 0.184 -1.437 0.094 -0.015 -0.036 -0.6085
C -7.432 0.461 -0.770 -0.005 -0.042 -0.161 -0.5053
C -7.407 0.893 0.544 -0.217 0.119 0.186 -0.7569
C -6.203 1.058 1.202 0.128 0.016 -0.133 -0.1140
C -4.995 0.794 0.558 0.239 -0.346 -0.746 -0.5285
P -3.364 0.935 1.400 -0.445 0.209 0.453 1.6982
C -3.977 0.446 3.079 0.288 -0.010 -0.006 0.0982
C -4.002 1.276 4.197 0.016 -0.096 -0.105 -0.2833
C -4.360 0.767 5.438 -0.009 0.031 0.138 -0.6910
C -4.689 -0.570 5.585 -0.002 0.025 0.036 -0.5448
C -4.690 -1.399 4.472 -0.063 -0.047 -0.030 -0.6924
C -4.346 -0.891 3.233 0.113 0.041 0.047 -0.4297
C -3.241 2.752 1.649 0.127 -0.216 -0.143 0.3095
C -2.154 3.204 2.401 -0.040 0.055 -0.188 -0.4190
C -1.978 4.555 2.639 0.075 -0.002 0.050 -0.6352
C -2.877 5.474 2.118 0.018 0.063 -0.037 -0.6964
C -3.941 5.034 1.348 -0.046 0.066 -0.005 -0.6347
C -4.127 3.678 1.111 0.063 0.013 0.073 -0.7633
H -6.264 -0.157 -2.462 0.056 -0.027 -0.035 0.5238
H -8.375 0.336 -1.283 -0.035 -0.011 -0.020 0.3749
H -8.335 1.109 1.055 -0.023 0.002 0.052 0.4140
H -6.191 1.398 2.230 -0.002 -0.013 0.012 0.4661
H -3.737 2.319 4.100 -0.015 0.018 0.051 0.4036
H -4.374 1.424 6.298 0.004 0.014 0.020 0.4174
H -4.937 -0.965 6.561 -0.036 -0.008 0.009 0.3745
H -4.949 -2.445 4.572 -0.016 -0.024 -0.004 0.4390
H -4.354 -1.537 2.366 0.051 -0.131 -0.072 0.3292
H -1.437 2.494 2.794 0.051 -0.069 -0.009 0.4231
H -1.127 4.891 3.218 0.004 0.018 0.020 0.4568
H -2.733 6.531 2.297 -0.017 0.021 -0.004 0.3662
H -4.633 5.751 0.926 -0.016 0.010 -0.020 0.4184
H -4.962 3.348 0.509 0.012 0.008 -0.008 0.3725
S -2.680 -1.248 -5.612 0.078 0.118 0.215 -0.6135
Sb -0.955 -2.123 -4.455 -0.465 -0.754 -1.575 1.0773
S -1.433 -2.258 -2.080 0.640 0.997 -0.752 -0.2558
S 0.949 -0.667 -4.133 -0.610 -0.864 0.464 -0.2575
S -0.212 -4.149 -5.130 0.066 0.011 0.198 -0.6643
```
Positions in Å, forces in eV/Å.

[2]
The following is a DFT calculation (ωB97M-V with the def2-TZVPD basis set) of a molecular structure, C57H45Cl3MnN7PSSi.

The molecular weight is 1080.5 g/mol. The gap between HOMO and LUMO (alpha / beta) is 6.06 / 7.15 eV. The calculated total energy is -167153.782 eV. The total charge is +2. Its multiplicity is 4. Its lowest unoccupied orbital energy (alpha / beta) is -6.6 / -5.5 eV.

```
116
Properties=species:S:1:pos:R:3:forces:R:3:lowdin_spin:R:1
Mn -0.456 0.559 -0.579 -0.198 0.327 0.035 3.5470
C -1.387 -4.051 2.095 -0.162 0.257 -0.086 0.0003
N -1.679 -3.021 1.086 -0.160 -0.238 -0.093 0.0055
C -0.877 -2.006 0.714 -0.434 -0.351 0.181 0.0077
N -1.448 -1.273 -0.242 -0.419 0.054 -0.506 -0.0253
C -2.665 -1.909 -0.538 0.251 0.151 0.182 0.0037
C -2.820 -2.979 0.302 0.711 0.099 0.345 -0.0007
C -3.880 -3.994 0.361 -0.310 -0.177 -0.124 -0.0002
C -4.698 -4.119 1.483 0.349 0.267 0.104 -0.0001
C -5.720 -5.052 1.484 -0.286 0.003 0.207 0.0000
C -5.952 -5.848 0.375 0.265 -0.079 -0.275 -0.0001
C -5.131 -5.735 -0.749 -0.293 0.064 0.374 0.0000
C -4.103 -4.812 -0.752 0.133 0.245 0.042 -0.0001
C -3.616 -1.711 -1.651 -0.119 -0.027 -0.056 0.0004
C -4.928 -1.315 -1.397 0.114 -0.032 -0.062 0.0002
C -5.876 -1.375 -2.412 -0.288 -0.090 0.269 0.0000
C -5.530 -1.882 -3.656 0.013 0.174 -0.097 0.0000
C -4.232 -2.315 -3.900 -0.262 0.114 -0.160 -0.0002
C -3.284 -2.231 -2.903 0.123 -0.054 0.237 0.0000
P 0.758 -1.876 1.439 0.228 -0.294 0.198 0.0040
C 1.678 -1.455 -0.054 0.198 0.068 -0.127 0.0081
N 1.361 -0.561 -0.988 0.396 0.219 -0.669 0.0036
C 2.382 -0.632 -1.954 0.069 -0.314 0.367 0.0016
C 3.304 -1.579 -1.553 -0.470 -0.013 0.534 -0.0003
N 2.830 -2.080 -0.357 0.284 -0.278 0.091 0.0049
C 3.487 -3.110 0.460 0.160 0.497 0.130 0.0005
C 4.578 -2.020 -2.149 -0.011 0.024 0.024 -0.0001
C 5.564 -1.075 -2.435 -0.119 -0.186 -0.097 -0.0001
C 6.760 -1.476 -3.004 0.182 -0.227 -0.149 0.0000
C 6.986 -2.825 -3.285 -0.037 0.118 0.106 -0.0001
C 6.005 -3.769 -2.995 0.078 0.053 -0.149 0.0000
C 4.796 -3.366 -2.437 0.165 -0.089 0.053 -0.0001
C 2.561 0.069 -3.239 -0.019 0.086 -0.091 -0.0001
C 2.934 -0.698 -4.351 -0.221 -0.310 0.126 0.0000
C 3.206 -0.103 -5.560 0.157 0.210 -0.443 0.0000
C 3.123 1.289 -5.692 0.035 -0.276 0.194 0.0002
C 2.761 2.053 -4.600 0.176 -0.034 0.040 -0.0001
C 2.496 1.441 -3.378 0.076 0.104 -0.070 0.0002
C 0.555 -0.263 2.185 0.079 0.201 0.546 0.0066
N -0.004 0.773 1.595 -0.114 0.801 -0.040 0.0242
C 0.038 1.821 2.511 0.070 -0.538 -0.112 0.0030
C 0.602 1.367 3.678 0.192 -0.511 -0.173 0.0008
N 0.928 0.043 3.448 0.239 -0.025 0.444 0.0031
C 1.518 -0.890 4.425 -0.429 0.198 -0.192 0.0005
C 0.834 2.080 4.944 -0.039 -0.041 -0.026 0.0001
C 2.070 2.023 5.587 -0.136 -0.012 -0.088 0.0000
C 2.271 2.741 6.756 0.195 -0.068 -0.074 0.0000
C 1.251 3.522 7.266 -0.175 0.316 0.145 0.0000
C 0.016 3.585 6.632 -0.100 0.145 0.059 0.0000
C -0.195 2.864 5.473 0.025 -0.234 -0.152 0.0000
C -0.356 3.223 2.321 -0.126 0.146 -0.164 0.0000
C 0.634 4.200 2.439 -0.176 -0.194 0.130 0.0003
C 0.297 5.540 2.363 0.073 0.091 -0.080 -0.0002
C -1.026 5.911 2.178 -0.329 0.106 0.146 0.0003
C -2.025 4.940 2.108 0.230 0.172 -0.016 -0.0001
C -1.689 3.598 2.165 0.083 0.002 0.039 0.0001
H -0.385 -4.443 1.970 0.096 0.033 -0.077 0.0002
H -2.101 -4.851 1.958 -0.095 -0.132 -0.012 0.0000
H -1.501 -3.647 3.101 -0.001 0.026 -0.046 0.0002
H -4.530 -3.473 2.352 -0.115 -0.224 -0.282 0.0000
H -6.365 -5.140 2.350 0.054 -0.008 -0.017 0.0000
H -6.764 -6.562 0.383 -0.003 0.009 -0.008 0.0000
H -5.313 -6.345 -1.619 0.011 -0.085 -0.071 0.0000
H -3.484 -4.687 -1.632 0.004 -0.061 0.040 0.0000
H -5.209 -1.020 -0.388 -0.018 0.041 -0.157 0.0000
H -6.913 -1.098 -2.210 0.355 0.011 -0.061 0.0000
H -6.279 -1.932 -4.437 0.045 -0.062 0.027 0.0000
H -3.971 -2.714 -4.870 0.027 -0.039 -0.002 0.0000
H -2.286 -2.608 -3.074 0.038 0.019 -0.004 0.0001
H 4.539 -3.136 0.190 -0.018 -0.029 -0.018 0.0001
H 3.042 -4.076 0.283 -0.114 -0.293 -0.072 0.0001
H 3.407 -2.858 1.520 -0.038 -0.014 -0.199 0.0001
H 5.362 -0.030 -2.248 0.056 0.097 0.062 0.0000
H 7.526 -0.747 -3.248 -0.118 -0.043 0.079 0.0000
H 7.934 -3.130 -3.726 -0.258 0.031 0.089 0.0000
H 6.180 -4.815 -3.231 -0.065 0.146 0.085 0.0000
H 4.025 -4.104 -2.223 0.101 0.119 -0.086 0.0000
H 2.981 -1.781 -4.256 0.009 0.180 -0.066 -0.0001
H 3.501 -0.710 -6.417 -0.125 0.148 0.266 0.0000
H 3.359 1.761 -6.632 -0.023 0.030 -0.128 0.0000
H 2.702 3.132 -4.679 -0.011 -0.046 -0.027 -0.0001
H 2.242 2.052 -2.532 -0.022 0.095 -0.045 0.0000
H 1.199 -0.591 5.421 0.066 -0.011 -0.054 0.0001
H 2.600 -0.901 4.367 0.135 0.109 -0.008 0.0001
H 1.143 -1.885 4.211 -0.014 -0.093 0.052 0.0001
H 2.872 1.437 5.154 0.030 0.051 0.072 0.0000
H 3.230 2.714 7.259 -0.033 -0.029 -0.051 0.0000
H 1.421 4.122 8.149 0.006 -0.078 0.077 0.0000
H -0.780 4.208 7.031 0.173 -0.132 -0.025 0.0000
H -1.152 2.894 4.962 0.082 0.046 0.100 0.0000
H 1.655 3.883 2.622 -0.007 0.111 -0.050 0.0000
H 1.070 6.296 2.433 -0.029 -0.002 0.055 0.0000
H -1.303 6.961 2.126 0.102 -0.155 0.011 0.0000
H -3.060 5.235 1.997 0.002 0.008 0.020 0.0000
H -2.458 2.840 2.088 -0.017 -0.022 0.044 0.0000
S -2.896 4.258 -0.996 -0.291 -0.222 -0.133 -0.0053
C -4.025 2.977 -0.773 -0.084 0.289 0.085 -0.0081
C -3.428 1.770 -0.570 0.230 0.158 -0.150 -0.0098
C -2.012 1.866 -0.658 0.193 -0.264 0.060 -0.1508
C -1.599 3.171 -0.834 -0.059 -0.383 -0.319 -0.0096
C -0.193 3.466 -0.792 0.136 -0.238 -0.204 0.0034
C 0.399 4.713 -0.849 -0.207 0.542 -0.027 -0.0033
C 1.759 4.825 -0.659 0.070 -0.377 -0.037 0.0061
C 2.491 3.669 -0.383 0.175 0.298 -0.025 -0.0033
C 1.858 2.446 -0.375 0.018 0.412 -0.071 -0.0012
N 0.554 2.350 -0.643 -0.265 -0.436 0.070 -0.0544
H -5.084 3.200 -0.839 0.170 -0.082 0.103 -0.0013
H -3.969 0.855 -0.431 -0.131 -0.141 -0.021 -0.0005
H -0.224 5.591 -0.997 0.111 -0.144 0.002 -0.0004
H 2.244 5.793 -0.703 -0.008 -0.068 0.022 0.0003
H 3.554 3.726 -0.215 0.114 -0.055 0.078 -0.0004
H 2.391 1.524 -0.200 0.043 -0.010 0.008 -0.0006
Cl -3.082 0.882 -3.573 -0.334 0.032 -0.043 -0.0381
Si -1.129 0.791 -3.069 -0.047 0.014 -0.230 -0.2008
Cl -0.397 2.469 -3.953 0.104 0.264 0.136 -0.0493
Cl -0.355 -0.832 -4.061 -0.118 0.036 0.201 -0.0723
```
Positions in Å, forces in eV/Å.